Record 1
{
  "formula": "C7H14NO3PS",
  "method": "ωB97M-V/def2-TZVPD",
  "e_tot_ev": -35242.427,
  "relative_energy_ev": 1.1874,
  "multiplicity": 1,
  "smiles": "CC[P@](N)(=S)O/C(=C\\C(C)=O)OC",
  "max_force_ev_per_a": 4.2,
  "species": ["C", "C", "P", "N", "S", "O", "C", "C", "C", "C", "O", "O", "C", "H", "H", "H", "H", "H", "H", "H", "H", "H", "H", "H", "H", "H", "H"],
  "coordinates": [[3.3881, 0.5477, 1.1285], [2.5940, 0.7047, -0.2254], [1.2029, -0.4092, -0.6790], [1.4196, -1.9162, -0.1878], [0.7137, 0.0271, -2.4820], [-0.0864, 0.0281, 0.4458], [-1.2104, 0.6493, 0.1283], [-2.1718, 0.1630, -0.7100], [-2.2000, -1.2822, -0.9433], [-3.4461, -1.8458, -1.5533], [-1.3371, -2.0958, -0.6517], [-1.4365, 1.8857, 0.6361], [-0.6094, 2.3119, 1.6901], [2.9621, 0.8965, 2.0771], [3.9062, -0.4153, 1.2881], [4.3094, 1.0319, 1.1730], [3.3147, 0.4856, -1.0875], [2.2748, 1.8061, -0.3780], [1.2374, -1.9836, 0.7743], [0.8420, -2.5952, -0.7020], [-3.0061, 0.8512, -0.7638], [-4.3212, -1.0807, -1.5236], [-3.7240, -2.7423, -0.9006], [-3.3783, -2.1713, -2.5883], [0.4429, 1.8947, 1.5370], [-0.9231, 1.9402, 2.7245], [-0.7576, 3.3139, 1.7736]],
  "nbo_charge": [-0.65, -0.79, 1.73, -1.19, -0.55, -0.79, 0.73, -0.50, 0.56, -0.70, -0.64, -0.49, -0.26, 0.22, 0.22, 0.23, 0.27, 0.27, 0.41, 0.45, 0.24, 0.21, 0.23, 0.24, 0.19, 0.17, 0.20]
}

---

Record 2
{
  "formula": "C7H14NO5P",
  "method": "ωB97M-V/def2-TZVPD",
  "e_tot_ev": -28498.076,
  "relative_energy_ev": 2.1410,
  "multiplicity": 1,
  "max_force_ev_per_a": 4.9,
  "species": ["C", "C", "C", "C", "C", "C", "C", "N", "O", "O", "O", "O", "O", "P", "H", "H", "H", "H", "H", "H", "H", "H", "H", "H", "H", "H", "H", "H"],
  "coordinates": [[-2.6347, -1.4756, 0.6087], [-2.5315, -0.2293, 1.5546], [-1.6677, -0.3953, 0.3923], [1.0936, -0.1067, -3.1148], [2.0909, 1.7456, 1.5093], [1.4195, -0.9987, -1.8735], [0.7760, 1.2849, 2.1647], [-1.6318, 0.3804, -0.8258], [-0.9580, 1.4081, -0.8131], [-2.1493, -0.0258, -1.8592], [0.7346, -2.4266, 0.6758], [1.4571, -0.3042, -0.4978], [0.8172, -0.2063, 2.0196], [0.6030, -0.9748, 0.6651], [-2.5700, -2.4663, 1.1158], [-3.5606, -1.4989, 0.0040], [-3.3387, 0.4908, 1.4777], [-2.1191, -0.4882, 2.4962], [0.0805, 0.1415, -3.4109], [1.8026, 0.7456, -3.0307], [1.4326, -0.5479, -3.9950], [1.9145, 2.8513, 1.4822], [2.9838, 1.4694, 1.9772], [1.9910, 1.6286, 0.4312], [2.4471, -1.2067, -2.1084], [0.9262, -1.9602, -1.7523], [-0.0351, 1.7599, 1.5103], [0.6263, 1.4054, 3.1967]],
  "nbo_charge": [-0.44, -0.43, -0.17, -0.64, -0.65, -0.06, -0.06, 0.49, -0.41, -0.38, -1.07, -0.84, -0.84, 2.37, 0.25, 0.23, 0.23, 0.23, 0.24, 0.22, 0.22, 0.21, 0.22, 0.25, 0.19, 0.22, 0.22, 0.20]
}

---

Record 3
{
  "formula": "C7H14NOP",
  "method": "ωB97M-V/def2-TZVPD",
  "e_tot_ev": -20309.046,
  "relative_energy_ev": 2.7147,
  "multiplicity": 1,
  "max_force_ev_per_a": 5.1,
  "species": ["C", "C", "C", "C", "C", "C", "C", "N", "O", "P", "H", "H", "H", "H", "H", "H", "H", "H", "H", "H", "H", "H", "H", "H"],
  "coordinates": [[1.4029, -1.2559, 1.5080], [1.1411, 0.2199, 1.1995], [0.1857, -2.1730, 1.2922], [0.7279, 0.1933, -0.1764], [-0.4358, 0.9013, -0.7308], [-0.3997, 1.0208, -2.3393], [-0.7590, 2.3164, -0.1085], [-0.2232, -1.9188, -0.0784], [-1.6873, 0.1606, -0.3543], [-1.8449, -1.4732, -0.3914], [2.2121, -1.6583, 1.0627], [1.6844, -1.3040, 2.5852], [0.4282, 0.5929, 2.0235], [2.0894, 0.7540, 1.1991], [0.4809, -3.2265, 1.5412], [-0.7428, -2.0142, 2.0110], [1.6052, -0.0996, -0.8572], [0.2512, 1.9189, -2.6240], [-1.4535, 1.0726, -2.6445], [0.0363, 0.0330, -2.7120], [-0.0483, 2.9317, 0.3041], [-1.3393, 2.0525, 0.8258], [-1.5150, 2.7995, -0.6988], [-1.7966, -1.8440, -1.8366]],
  "nbo_charge": [-0.37, -0.51, -0.25, 0.07, 0.17, -0.63, -0.63, -0.82, -0.84, 1.08, 0.20, 0.20, 0.23, 0.25, 0.21, 0.16, 0.23, 0.22, 0.23, 0.22, 0.22, 0.23, 0.23, -0.11]
}

---

Record 4
{
  "formula": "C7H14NOS",
  "method": "ωB97M-V/def2-TZVPD",
  "e_tot_ev": -21849.745,
  "charge": 1,
  "relative_energy_ev": 1.5027,
  "multiplicity": 1,
  "max_force_ev_per_a": 4.5,
  "species": ["C", "C", "C", "C", "C", "C", "C", "N", "O", "S", "H", "H", "H", "H", "H", "H", "H", "H", "H", "H", "H", "H", "H", "H"],
  "coordinates": [[-2.0105, 1.1097, 0.2784], [-1.3817, -1.0947, -0.8892], [-1.1701, 1.6719, 1.4203], [-0.3527, -1.9848, -0.1729], [0.2499, 0.3030, 0.3107], [2.9473, -0.3104, 0.0207], [1.8828, 0.4597, -0.6963], [-0.9893, 0.2803, -0.5473], [0.1689, 1.4439, 1.0105], [0.2360, -1.2206, 1.3346], [-2.7596, 0.4008, 0.6716], [-2.5936, 1.9357, -0.2243], [-1.2817, -1.1785, -2.0795], [-2.3908, -1.3527, -0.6917], [-1.2684, 2.6930, 1.6866], [-1.3714, 1.1204, 2.2889], [-0.8426, -2.9276, 0.1631], [0.5338, -2.2756, -0.6180], [3.7859, 0.3689, 0.2153], [3.2495, -1.1031, -0.6566], [2.6786, -0.9342, 0.8836], [1.6166, 0.2327, -1.7291], [2.0982, 1.5854, -0.5807], [-1.0352, 0.7767, -1.3986]],
  "nbo_charge": [-0.26, -0.23, -0.10, -0.57, 0.30, -0.68, -0.33, -0.42, -0.51, 0.27, 0.24, 0.26, 0.24, 0.25, 0.23, 0.20, 0.27, 0.24, 0.25, 0.23, 0.25, 0.21, 0.24, 0.45]
}

---

Record 5
{
  "formula": "C7H14NPS",
  "method": "ωB97M-V/def2-TZVPD",
  "e_tot_ev": -29094.326,
  "relative_energy_ev": 3.1114,
  "multiplicity": 1,
  "max_force_ev_per_a": 4.4,
  "species": ["C", "C", "C", "C", "C", "C", "C", "N", "P", "S", "H", "H", "H", "H", "H", "H", "H", "H", "H", "H", "H", "H", "H", "H"],
  "coordinates": [[0.5171, 1.3928, -2.7059], [1.7164, 1.1003, -2.1498], [-0.4519, -1.2106, -0.8798], [-1.6938, -1.7540, -1.3040], [-1.0774, 0.7084, 2.4824], [1.3446, -0.6610, 2.4328], [0.4558, 0.5550, 0.2809], [-0.5805, -0.1896, -0.1563], [0.7354, 0.9923, 2.0214], [2.0038, 0.4443, -0.5906], [0.4222, 1.9909, -3.5623], [-0.4982, 1.1137, -2.4003], [2.6833, 1.5610, -2.5240], [0.5736, -1.4622, -1.3274], [-2.4539, -1.6341, -0.4285], [-2.0195, -1.1366, -2.2118], [-1.7115, -2.8546, -1.6202], [-1.3013, 1.2213, 3.5258], [-1.3553, -0.3833, 2.5904], [-1.7014, 1.0913, 1.6457], [2.3020, -0.8686, 1.8588], [0.6655, -1.5558, 2.2242], [1.7005, -0.7205, 3.4111], [-0.2756, 2.2595, -0.6124]],
  "nbo_charge": [-0.42, -0.40, 0.12, -0.67, -0.94, -0.97, -0.30, -0.54, 0.85, 0.30, 0.20, 0.21, 0.24, 0.18, 0.24, 0.24, 0.22, 0.23, 0.22, 0.25, 0.24, 0.23, 0.24, 0.02]
}

---

Record 6
{
  "formula": "C7H14O",
  "method": "ωB97M-V/def2-TZVPD",
  "e_tot_ev": -9530.903,
  "relative_energy_ev": 2.8637,
  "multiplicity": 1,
  "smiles": "C/C=C/CCCCO",
  "max_force_ev_per_a": 5.1,
  "species": ["C", "C", "C", "C", "C", "C", "C", "O", "H", "H", "H", "H", "H", "H", "H", "H", "H", "H", "H", "H", "H", "H"],
  "coordinates": [[2.2919, -0.9242, 3.0241], [1.0005, -1.0073, 2.3439], [0.8887, -0.8210, 1.0435], [-0.4754, -0.9913, 0.2354], [-0.4090, -0.2551, -1.0642], [-1.1298, 1.0609, -1.0269], [-1.7549, 1.3304, -2.3061], [-0.6603, 1.5213, -3.2900], [3.0918, -0.6832, 2.3108], [2.6580, -1.7185, 3.7138], [2.2036, -0.0384, 3.8283], [0.1944, -1.1442, 2.9855], [1.7976, -0.5625, 0.4724], [-0.7505, -2.0647, 0.0701], [-1.3030, -0.6594, 0.7057], [0.5970, -0.1767, -1.7090], [-0.8530, -0.9350, -1.7045], [-0.4090, 1.8990, -0.8350], [-1.8752, 1.1658, -0.2946], [-2.1135, 0.4715, -2.6857], [-2.5074, 2.1133, -2.3314], [-0.4825, 2.4193, -3.4861]],
  "nbo_charge": [-0.63, -0.20, -0.17, -0.42, -0.41, -0.43, -0.05, -0.75, 0.21, 0.22, 0.20, 0.19, 0.19, 0.20, 0.20, 0.22, 0.20, 0.21, 0.20, 0.17, 0.17, 0.47]
}

---

Record 7
{
  "formula": "C7H14O",
  "method": "ωB97M-V/def2-TZVPD",
  "e_tot_ev": -9530.048,
  "relative_energy_ev": 3.7181,
  "multiplicity": 1,
  "smiles": "CCC(C)=O.C=CC",
  "max_force_ev_per_a": 5.3,
  "species": ["C", "C", "C", "C", "O", "H", "H", "H", "H", "H", "H", "H", "H", "C", "C", "C", "H", "H", "H", "H", "H", "H"],
  "coordinates": [[2.7491, -0.8007, 0.0148], [1.6096, 0.1776, 0.2044], [0.1628, -0.6861, -0.4644], [-0.3936, -1.5902, 0.6108], [0.2844, -1.0476, -1.6269], [3.7054, -0.3297, 0.2600], [2.7901, -1.1484, -1.0200], [2.6305, -1.6794, 0.6535], [1.8122, 1.0951, -0.3592], [1.4279, 0.4085, 1.2558], [-1.4020, -1.8933, 0.3226], [0.2236, -2.4879, 0.6721], [-0.4236, -1.0996, 1.5826], [-1.6071, 1.2818, -1.6357], [-1.2310, 1.0410, -0.3853], [-2.0442, 1.2601, 0.8512], [-2.6074, 1.6236, -1.8839], [-0.9254, 1.0795, -2.4562], [0.0097, 0.8405, -0.1339], [-1.4076, 1.3143, 1.7391], [-2.6063, 2.1960, 0.7948], [-2.7571, 0.4449, 1.0037]],
  "nbo_charge": [-0.62, -0.51, 0.56, -0.72, -0.62, 0.21, 0.23, 0.20, 0.21, 0.20, 0.23, 0.25, 0.22, -0.36, -0.20, -0.66, 0.20, 0.22, 0.30, 0.21, 0.23, 0.22]
}

---

Record 8
{
  "formula": "C7H14O",
  "method": "ωB97M-V/def2-TZVPD",
  "e_tot_ev": -9532.147,
  "relative_energy_ev": 1.6197,
  "multiplicity": 1,
  "smiles": "C=C/C=C(/C)CC.O",
  "max_force_ev_per_a": 1.2,
  "species": ["C", "C", "C", "C", "C", "C", "C", "H", "H", "H", "H", "H", "H", "H", "H", "H", "H", "H", "H", "O", "H", "H"],
  "coordinates": [[1.6475, -1.6892, -1.6823], [0.3198, -1.7476, -1.6797], [-0.5382, -1.3108, -0.5822], [-0.4481, -0.2102, 0.1705], [-1.4887, 0.0432, 1.2305], [0.6898, 0.7758, 0.1003], [1.8134, 0.3686, 1.0857], [2.2284, -2.0004, -2.5458], [2.2362, -1.3482, -0.8399], [-0.1783, -2.1313, -2.5664], [-1.3412, -2.0048, -0.3351], [-1.2422, 0.7687, 2.0039], [-1.7022, -0.8754, 1.7951], [-2.4413, 0.2955, 0.7712], [0.3135, 1.7434, 0.4320], [1.1408, 0.8213, -0.8880], [1.6393, -0.6040, 1.5416], [1.8118, 1.0451, 1.9480], [2.8177, 0.4582, 0.6733], [-2.6059, 2.8835, -0.2232], [-2.9898, 2.0112, -0.3722], [-1.6821, 2.7073, -0.0373]],
  "nbo_charge": [-0.39, -0.21, -0.25, 0.05, -0.66, -0.45, -0.61, 0.20, 0.19, 0.21, 0.20, 0.22, 0.23, 0.21, 0.19, 0.23, 0.22, 0.21, 0.22, -0.93, 0.47, 0.47]
}